Entry from OMol25: 10 unconnected molecules or ions with the total composition C35H90N3O9S (ωB97M-V with the def2-TZVPD basis set).

Each line ends with the Mulliken charge.
CARTESIAN COORDINATES (ANGSTROEM)
C (-0.24, 3.30, 3.91)  -1.059
C (-1.62, 3.56, 4.50)  -0.605
C (-2.76, 3.05, 3.63)  -0.630
C (-3.14, 4.04, 2.53)  0.145
C (-4.39, 3.64, 1.74)  -1.113
C (-4.16, 2.87, 0.43)  -0.814
C (-3.22, 3.53, -0.60)  -0.324
C (-2.54, 2.48, -1.53)  -1.018
C (-1.00, 2.56, -1.64)  -1.370
C (-0.23, 2.68, -0.33)  -0.453
C (0.02, 1.38, 0.44)  -1.227
N (-1.13, 0.51, 0.72)  0.337
C (-1.12, -0.45, -0.20)  -0.498
N (-2.19, -1.07, -0.72)  -0.057
N (0.12, -0.70, -0.62)  0.389
C (0.57, -2.12, -0.62)  -1.729
C (0.14, -2.94, 0.60)  -0.512
C (-1.07, -3.87, 0.37)  -0.906
C (-0.90, -5.28, 0.97)  -0.337
C (-0.86, -6.41, -0.09)  -0.713
C (0.41, -7.24, 0.03)  -1.137
C (0.48, -7.99, 1.38)  -0.661
C (1.60, -7.51, 2.34)  -0.531
C (1.05, -7.18, 3.72)  -1.185
C (1.04, 0.33, -0.10)  1.837
S (1.94, -0.34, 1.39)  -0.253
C (1.98, 0.84, -1.19)  -1.346
C (3.11, 1.76, -0.71)  0.955
C (4.44, 0.98, -0.62)  -1.752
C (3.35, 2.89, -1.72)  -1.687
H (0.56, 3.66, 4.55)  0.459
H (-0.11, 3.77, 2.94)  0.306
H (-0.08, 2.22, 3.79)  0.160
H (-1.66, 3.06, 5.47)  0.291
H (-1.73, 4.63, 4.68)  0.330
H (-2.50, 2.07, 3.22)  0.164
H (-3.62, 2.92, 4.29)  0.375
H (-3.36, 4.98, 3.04)  0.131
H (-2.26, 4.23, 1.92)  0.142
H (-5.05, 4.48, 1.53)  0.319
H (-4.96, 2.98, 2.40)  0.403
H (-5.14, 2.80, -0.05)  0.478
H (-3.89, 1.84, 0.67)  0.342
H (-3.87, 4.13, -1.24)  0.212
H (-2.52, 4.22, -0.15)  0.396
H (-2.88, 1.49, -1.28)  0.344
H (-2.92, 2.67, -2.53)  0.560
H (-0.74, 3.36, -2.33)  0.566
H (-0.67, 1.64, -2.12)  0.343
H (-0.67, 3.39, 0.36)  0.539
H (0.77, 3.05, -0.56)  0.177
H (0.38, 1.73, 1.39)  0.475
H (-2.01, 0.93, 0.99)  0.058
H (-2.24, -1.18, -1.72)  0.258
H (-2.95, -1.42, -0.16)  0.252
H (1.65, -2.09, -0.74)  0.561
H (0.19, -2.60, -1.52)  0.631
H (-0.03, -2.31, 1.47)  0.436
H (0.99, -3.58, 0.85)  0.735
H (-1.93, -3.43, 0.87)  0.198
H (-1.33, -3.93, -0.69)  0.493
H (0.04, -5.32, 1.52)  -0.046
H (-1.68, -5.47, 1.69)  0.580
H (-0.88, -5.97, -1.09)  0.495
H (-1.73, -7.04, 0.08)  0.146
H (1.28, -6.60, -0.06)  0.461
H (0.44, -7.98, -0.77)  0.385
H (-0.45, -7.91, 1.93)  0.393
H (0.63, -9.06, 1.20)  0.481
H (2.37, -8.27, 2.45)  0.476
H (2.09, -6.62, 1.93)  0.309
H (1.85, -6.86, 4.39)  0.391
H (0.60, -8.06, 4.17)  0.222
H (0.30, -6.39, 3.63)  0.279
H (2.29, 0.81, 1.98)  0.242
H (2.36, 0.00, -1.76)  0.581
H (1.36, 1.43, -1.86)  0.097
H (2.89, 2.23, 0.25)  0.260
H (4.50, 0.31, -1.47)  0.290
H (4.51, 0.39, 0.29)  0.334
H (5.29, 1.66, -0.67)  0.493
H (2.44, 3.44, -1.96)  0.362
H (3.82, 2.48, -2.61)  0.351
H (4.03, 3.60, -1.25)  0.495
C (-1.30, 0.65, 7.89)  -0.574
O (-0.45, 1.43, 7.05)  -0.445
H (-2.03, 1.33, 8.33)  0.225
H (-1.82, -0.12, 7.32)  0.256
H (-0.73, 0.18, 8.69)  0.290
H (0.19, 0.83, 6.67)  0.266
C (-0.03, -9.58, 6.80)  -0.533
O (1.03, -9.46, 5.85)  -0.481
H (-0.77, -8.82, 6.56)  0.226
H (-0.50, -10.56, 6.74)  0.267
H (0.33, -9.42, 7.81)  0.259
H (1.68, -10.13, 6.06)  0.278
C (2.65, -0.71, -4.99)  -0.580
O (3.49, 0.35, -4.56)  -0.430
H (2.43, -1.34, -4.13)  0.188
H (1.71, -0.32, -5.40)  0.284
H (3.16, -1.30, -5.75)  0.267
H (3.68, 0.89, -5.34)  0.261
C (-4.89, -7.78, -0.49)  -0.505
O (-5.14, -7.15, 0.76)  -0.509
H (-5.84, -7.97, -0.97)  0.267
H (-4.29, -7.13, -1.14)  0.205
H (-4.37, -8.73, -0.35)  0.249
H (-4.30, -6.99, 1.19)  0.304
C (5.97, -0.41, -7.48)  -0.604
O (4.89, 0.52, -7.34)  -0.439
H (5.68, -1.34, -7.01)  0.226
H (6.18, -0.58, -8.53)  0.267
H (6.86, -0.02, -6.99)  0.285
H (5.17, 1.34, -7.77)  0.271
C (4.60, 0.27, -11.00)  -0.518
O (5.44, 1.33, -10.56)  -0.499
H (4.38, -0.36, -10.14)  0.171
H (3.66, 0.67, -11.40)  0.290
H (5.10, -0.33, -11.77)  0.284
H (5.63, 1.88, -11.33)  0.283
C (4.30, 6.85, 0.42)  -0.579
O (4.35, 5.49, 0.83)  -0.449
H (5.29, 7.13, 0.09)  0.226
H (3.59, 6.99, -0.40)  0.264
H (4.01, 7.50, 1.25)  0.284
H (3.47, 5.24, 1.13)  0.244
C (-4.02, 7.90, 1.22)  -0.271
O (-3.45, 8.41, 2.42)  -0.551
H (-4.12, 8.73, 0.53)  0.182
H (-3.37, 7.15, 0.77)  0.101
H (-5.01, 7.48, 1.41)  0.241
H (-3.36, 7.67, 3.04)  0.284
C (-3.59, 8.75, -2.60)  -0.556
O (-4.32, 7.73, -1.92)  -0.447
H (-3.42, 9.56, -1.90)  0.219
H (-2.62, 8.38, -2.95)  0.262
H (-4.16, 9.13, -3.45)  0.281
H (-4.47, 7.01, -2.55)  0.256

Output
- DFT total energy: -2626.77252 a.u.
- Charge: +1
- Molar mass: 729.18 Da
- HOMO level: -11.658 eV